(1)
Computed, not measured: a gas-phase ion, C9H15N2 (charge +1) in a non-equilibrium geometry, with wB97M-V/def2-TZVPD.

Summary:
Total charge = +1
Gap between HOMO and LUMO (spin up / spin down) = 7.16 / 7.17 eV
ΔE to the lowest compared entry with this formula, charge and spin = 56.3 kcal/mol
M = 151.2 g/mol

```
26
Properties=species:S:1:pos:R:3:forces:R:3:lowdin_charge:R:1
C -2.005 1.624 -0.057 0.2 0.1 -0.7 -0.083
C -1.901 0.911 1.167 0.3 -0.7 0.4 -0.066
C -1.161 1.388 -1.080 -0.2 0.0 0.0 -0.065
C -1.045 -0.150 1.255 -0.6 0.3 0.2 -0.082
C 1.243 1.629 -0.560 -0.3 0.3 -0.2 -0.117
C 2.131 0.328 1.167 -1.0 0.0 -0.9 0.051
C 0.046 0.551 -0.891 0.1 -0.2 0.3 -0.233
C -0.094 -0.388 0.246 1.7 0.6 0.4 -0.263
C -0.750 -2.591 -0.662 -0.5 -0.5 -0.4 0.011
N 2.330 0.942 -0.008 0.6 -0.5 0.3 -0.061
N 0.307 -1.801 0.023 -0.3 -0.1 0.0 0.027
H -2.830 2.304 -0.186 -0.1 0.2 -0.1 0.113
H -2.577 1.141 1.972 -0.1 0.0 0.2 0.108
H -1.285 1.872 -2.034 -0.1 0.1 -0.2 0.115
H -1.084 -0.813 2.108 0.0 -0.1 0.2 0.120
H 1.505 2.166 -1.467 0.0 0.0 0.0 0.135
H 0.821 2.309 0.176 0.0 0.0 0.0 0.135
H 1.612 0.876 1.932 -0.2 0.1 0.1 0.095
H 2.795 -0.465 1.459 0.3 -0.1 0.1 0.090
H 0.355 0.050 -1.812 0.0 0.0 -0.1 0.141
H -1.662 -2.550 -0.070 0.1 0.1 0.1 0.109
H -0.957 -2.158 -1.638 0.1 0.1 0.1 0.108
H -0.441 -3.627 -0.784 0.1 0.0 0.0 0.104
H 2.986 0.523 -0.656 0.0 0.1 0.1 0.155
H 1.167 -1.843 -0.535 -0.2 0.0 0.3 0.174
H 0.495 -2.231 0.935 0.1 0.1 -0.3 0.178
```
Forces are in eV/Å.

---

(2)
Computed, not measured: 2 unconnected molecules or ions with the total composition C9H15N2 in a non-equilibrium geometry, with wB97M-V/def2-TZVPD.

Summary:
Total charge = +1
Gap between HOMO and LUMO (spin up / spin down) = 4.63 / 5.45 eV
ΔE to the lowest compared entry with this formula, charge and spin = 43.6 kcal/mol
Expectation value of S² = 2.02
Multiplicity = 3
M = 151.2 g/mol

```
26
Properties=species:S:1:pos:R:3:forces:R:3:lowdin_charge:R:1
C -0.141 1.089 -3.041 -1.0 1.4 -1.3 -0.028
C -0.958 1.360 -1.988 -1.1 -0.4 2.7 -0.039
C 0.822 0.125 -2.860 1.9 -3.7 -2.3 -0.055
C -0.884 0.578 -0.815 -1.6 0.9 0.1 0.037
C -0.156 1.174 2.713 -0.8 4.0 3.9 -0.076
C 1.834 0.597 1.660 2.7 0.3 -1.6 -0.125
C 0.904 -0.702 -1.770 0.7 -0.7 2.3 -0.008
C -0.030 -0.573 -0.676 -0.7 0.1 0.2 -0.159
C -1.577 -1.901 0.732 -0.5 -0.5 2.9 -0.023
N 0.492 0.470 1.882 -0.2 -4.9 -5.2 -0.217
N -0.206 -1.501 0.442 -0.4 1.2 -4.8 0.022
H -0.395 1.688 -3.943 1.0 -0.9 0.3 0.151
H -1.723 2.150 -2.034 0.6 -0.4 0.1 0.136
H 1.383 -0.397 -3.720 -0.5 1.9 1.1 0.161
H -1.598 0.916 -0.036 0.7 -0.7 -0.3 0.129
H -1.181 1.156 2.791 -2.2 -0.4 0.2 0.020
H 0.353 2.064 3.118 -0.4 -0.4 -0.2 0.077
H 2.237 1.575 1.900 -0.4 0.7 -0.4 0.094
H 2.160 0.361 0.555 -0.4 0.1 2.1 0.121
H 1.736 -1.431 -1.622 -0.9 0.4 -0.7 0.142
H -1.585 -2.558 1.667 0.2 0.7 -1.4 0.141
H -2.199 -1.063 0.985 0.0 0.7 0.2 0.086
H -2.084 -2.373 -0.069 0.0 -0.8 -1.0 0.094
H 0.167 -0.523 1.389 0.5 3.0 2.6 0.084
H 0.351 -2.319 0.299 0.9 -0.5 0.1 0.156
H 2.277 0.037 2.441 1.6 -1.3 0.2 0.081
```
Forces are in eV/Å.

---

(3)
Computed, not measured: a single C9H15N2P molecule in a non-equilibrium geometry, with wB97M-V/def2-TZVPD.

Summary:
SMILES string = CN1/C=P(/C)=C/CCCC=C=N1
Gap between HOMO and LUMO (spin up / spin down) = 6.92 / 6.37 eV
ΔE to the lowest compared entry with this formula, charge and spin = 111.6 kcal/mol
M = 182.2 g/mol

```
27
Properties=species:S:1:pos:R:3:forces:R:3:lowdin_charge:R:1
C 0.788 2.132 0.180 -3.0 -1.4 -2.7 -0.133
C -1.573 -0.784 -1.114 -0.8 0.7 -0.3 -0.258
C 0.000 1.459 -0.673 2.1 2.6 1.4 -0.139
C 1.986 1.592 0.719 1.4 -0.6 -1.3 -0.275
C 1.656 0.835 1.942 1.1 0.4 4.2 -0.221
C 1.517 -0.694 1.723 0.5 1.4 -1.9 -0.281
C 0.792 -1.058 0.461 0.0 0.9 -1.2 -0.301
C -1.776 0.232 -3.309 2.8 2.2 -2.3 -0.069
C -1.509 -2.262 1.322 1.9 -1.5 -3.1 -0.256
N -0.476 1.256 -1.800 0.6 0.0 0.7 0.087
N -1.330 0.257 -1.954 -0.9 -0.7 -1.9 -0.287
P -0.934 -0.788 0.457 0.3 -0.3 0.9 0.876
H 0.458 2.930 0.745 -1.5 1.7 0.9 0.092
H -2.471 -1.326 -1.389 0.2 -0.2 0.1 0.085
H 2.415 1.015 -0.085 0.6 -0.8 0.1 0.115
H 2.613 2.439 0.770 1.3 0.8 1.0 0.107
H 2.442 1.021 2.781 -0.7 -0.6 -1.5 0.129
H 0.795 1.352 2.498 0.5 -1.1 -1.2 0.132
H 2.524 -1.105 1.562 -0.1 -0.1 0.7 0.115
H 0.973 -1.114 2.515 -0.2 -0.8 1.6 0.066
H 1.288 -0.728 -0.488 -0.3 -0.6 0.8 0.066
H -1.721 1.274 -3.740 0.3 -0.8 0.8 0.105
H -2.765 0.080 -3.410 -3.5 -1.5 -0.1 0.037
H -1.165 -0.320 -4.071 -0.4 -0.2 1.1 0.106
H -2.416 -2.297 1.808 -2.3 0.1 0.5 0.001
H -0.765 -2.346 2.081 0.7 -0.6 0.5 0.011
H -1.344 -3.053 0.469 -0.6 0.9 2.2 0.093
```
Forces are in eV/Å.

---

(4)
Computed, not measured: 2 unconnected molecules or ions with the total composition C9H15N3O2Si in a non-equilibrium geometry, with wB97M-V/def2-TZVPD.

Summary:
Gap between HOMO and LUMO (spin up / spin down) = 8.20 / 7.33 eV
ΔE to the lowest compared entry with this formula, charge and spin = 163.9 kcal/mol
M = 225.3 g/mol

```
30
Properties=species:S:1:pos:R:3:forces:R:3:lowdin_charge:R:1
C -2.115 -0.661 -1.150 -1.7 -3.0 -1.6 -0.267
C -1.163 0.115 -0.822 2.3 1.6 2.9 -0.113
C -0.787 -0.163 1.752 -1.3 1.3 -2.3 -0.235
C -3.104 -2.092 0.660 -0.4 0.5 -0.7 -0.362
C 0.808 -1.517 2.971 0.7 1.8 -1.9 -0.476
C 2.204 -2.015 2.866 -1.1 -1.8 2.5 0.015
C 0.566 2.611 -0.642 3.7 -1.6 0.3 -0.203
C -0.539 2.079 -3.304 -2.7 -0.4 2.3 -0.182
C 1.619 0.014 -2.086 -1.2 2.3 0.9 -0.152
N -2.750 -1.643 -0.378 0.2 0.3 -0.2 0.138
N -1.721 0.296 2.349 0.1 -0.1 -1.1 0.219
N 0.422 -0.712 1.823 0.9 -1.4 0.3 0.123
O -3.596 -2.604 1.577 -0.2 -0.6 1.3 0.145
O 0.045 -1.651 3.853 -0.9 -0.6 1.8 0.142
Si 0.041 1.181 -1.655 0.9 -0.3 -1.9 0.500
H -2.362 -0.898 -2.197 -0.2 0.7 0.1 0.111
H 2.758 -1.728 2.037 0.4 -0.6 -2.3 0.062
H 2.135 -3.043 3.313 0.5 0.3 -1.5 0.126
H 2.861 -1.607 3.586 0.1 1.2 1.6 0.079
H 0.547 2.287 0.397 0.0 0.5 0.3 0.014
H 1.682 2.816 -0.944 -1.9 -0.3 0.7 0.079
H 0.053 3.481 -0.848 -1.4 1.8 -0.1 -0.008
H -0.045 3.013 -3.424 0.9 0.5 -0.3 -0.006
H -0.432 1.390 -4.109 -0.1 -0.1 -1.0 -0.008
H -1.665 2.437 -3.165 2.1 -1.2 -0.4 0.074
H 1.668 -0.002 -3.135 0.1 -0.1 -1.6 -0.011
H 2.537 0.474 -1.759 0.4 0.4 0.2 0.008
H 1.655 -0.981 -1.761 -0.4 -1.5 0.7 -0.013
H -2.097 0.169 3.250 -0.1 -0.2 1.3 0.080
H 0.779 -1.047 0.944 0.2 0.3 -0.2 0.121
```
Forces are in eV/Å.

---

(5)
Computed, not measured: a single C9H15N3O6 molecule in a non-equilibrium geometry, with wB97M-V/def2-TZVPD.

Summary:
SMILES string = NC(=O)CC[C@H](NC(=O)[C@@H](N)CC(=O)O)C(=O)O
Gap between HOMO and LUMO = 10.06 eV
ΔE to the lowest compared entry with this formula, charge and spin = 60.9 kcal/mol
M = 261.2 g/mol

```
33
Properties=species:S:1:pos:R:3:forces:R:3:lowdin_charge:R:1
C 1.433 -1.501 -0.213 0.3 -1.4 3.2 -0.339
C 0.489 -0.378 0.281 0.1 1.5 -1.9 -0.338
C 2.742 -0.968 -0.758 0.3 0.6 -0.4 -0.052
C 3.472 0.030 0.169 -0.1 -1.1 -0.3 -0.488
C -0.784 1.604 -0.656 -0.1 0.6 -0.3 -0.233
C -0.180 2.896 -0.025 0.7 -2.4 -1.6 -0.517
C -2.051 1.295 0.131 -1.3 0.3 0.4 -0.163
C -2.916 0.205 -0.506 0.8 -1.2 1.9 -0.065
C -2.425 -1.151 0.229 -1.8 0.8 1.7 -0.425
H -0.260 -2.402 -0.930 0.6 -0.3 -0.7 0.041
H 1.076 -2.304 -2.032 -0.6 -0.1 -0.3 0.072
H 1.754 -1.931 0.774 -0.8 -0.4 -0.8 0.147
H 2.373 -0.481 -1.611 0.4 1.4 -1.6 0.088
H 3.493 -1.686 -1.172 -0.8 0.0 0.9 0.156
H 3.987 0.116 1.926 1.0 1.2 1.3 0.105
H 0.283 0.117 -1.719 0.2 -0.6 -1.6 0.110
H -1.010 1.954 -1.672 -0.4 -0.2 0.3 0.160
H -1.916 0.802 1.141 0.6 2.1 -0.9 0.093
H -2.620 2.284 0.172 0.7 -1.3 0.3 0.153
H -3.965 0.469 -0.299 0.3 -0.7 -0.2 0.122
H -2.679 0.074 -1.542 -0.3 -0.2 -0.7 0.104
H -2.178 -1.954 2.138 1.2 -1.9 0.7 0.064
H -2.621 -0.383 2.254 -0.2 -0.4 -0.6 0.093
H 0.239 1.706 1.389 1.5 1.9 -0.8 0.140
N 0.753 -2.455 -1.088 0.7 0.7 0.7 0.086
N 0.149 0.497 -0.834 -0.3 -0.6 5.2 0.150
N -2.616 -1.226 1.678 -0.9 2.3 -3.2 0.148
O 0.136 -0.216 1.460 0.7 0.3 -2.2 0.047
O 4.056 1.036 -0.120 -0.4 -0.2 -0.2 0.130
O 3.471 -0.479 1.422 -0.9 -0.8 -1.1 0.121
O -0.342 3.935 -0.579 0.2 1.0 0.7 0.140
O -1.988 -2.091 -0.387 -0.1 0.0 0.1 0.042
O 0.639 2.584 0.978 -1.3 -1.1 1.9 0.108
```
Forces are in eV/Å.

---

(6)
Computed, not measured: a single C9H15N3O6 molecule in a non-equilibrium geometry, with wB97M-V/def2-TZVPD.

Summary:
SMILES string = NC(=O)C[C@H](NC(=O)[C@@H](N)CCC(=O)O)C(=O)O
Gap between HOMO and LUMO = 9.69 eV
ΔE to the lowest compared entry with this formula, charge and spin = 78.7 kcal/mol
M = 261.2 g/mol

```
33
Properties=species:S:1:pos:R:3:forces:R:3:lowdin_charge:R:1
C 1.050 0.382 -2.021 -0.1 1.9 0.5 -0.304
C 1.201 -0.697 -0.925 -2.2 2.4 0.0 -0.426
C -0.196 1.396 -1.817 0.3 -0.5 1.0 -0.101
C -1.604 0.863 -2.274 -0.8 0.4 0.2 -0.096
C -1.966 -0.507 -1.701 2.6 -1.8 1.8 -0.443
C 0.865 -0.858 1.489 2.2 -1.5 -1.0 -0.237
C 0.242 -2.177 1.815 -1.6 2.1 0.0 -0.551
C 0.920 0.151 2.573 -0.1 -0.8 0.7 -0.056
C -0.353 1.018 2.553 3.3 1.0 3.2 -0.489
H 0.976 -0.951 -3.608 -1.2 -1.8 0.4 0.068
H 1.999 0.141 -3.851 -0.5 0.5 0.9 0.101
H 1.992 0.977 -2.053 -0.7 0.2 1.6 0.160
H -0.136 2.307 -2.443 0.8 -0.5 0.4 0.116
H -0.133 1.687 -0.740 -0.5 0.2 -1.0 0.098
H -1.500 0.809 -3.360 -0.3 -0.3 0.0 0.112
H -2.439 1.609 -2.042 1.3 -0.7 -0.3 0.135
H -3.183 0.324 -0.685 -1.7 2.6 0.6 0.048
H -0.359 0.256 0.306 0.7 -0.4 -0.9 0.095
H 1.866 -1.315 1.437 0.6 0.9 -0.8 0.169
H 1.912 0.683 2.764 -1.5 0.0 -1.2 0.157
H 0.928 -0.468 3.509 -0.6 0.4 -0.6 0.137
H 0.215 1.351 4.547 -0.2 0.0 -0.1 0.102
H -1.156 2.244 3.868 0.8 -0.2 0.6 0.122
H 0.971 -2.737 0.265 4.7 1.9 -4.8 0.001
N 1.121 -0.022 -3.338 1.1 -0.4 -4.0 0.043
N 0.404 -0.425 0.165 1.2 0.2 1.7 0.130
N -0.293 1.697 3.751 -2.5 0.9 -0.9 0.143
O 1.947 -1.637 -0.983 0.8 -0.7 0.0 0.098
O -1.262 -1.493 -1.884 -1.8 1.5 -0.5 0.095
O -2.817 -0.513 -0.599 1.6 -1.9 -2.0 0.118
O -0.417 -2.392 2.771 -0.9 -0.7 2.2 0.152
O -1.144 1.279 1.686 -0.5 -0.4 -0.7 0.080
O 0.351 -2.983 0.827 -4.3 -4.5 3.0 0.224
```
Forces are in eV/Å.

---

(7)
Computed, not measured: 2 unconnected molecules or ions with the total composition C9H15N4 in a non-equilibrium geometry, with wB97M-V/def2-TZVPD.

Summary:
Total charge = +1
Gap between HOMO and LUMO (spin up / spin down) = 6.55 / 6.55 eV
ΔE to the lowest compared entry with this formula, charge and spin = 62.7 kcal/mol
M = 179.2 g/mol

```
28
Properties=species:S:1:pos:R:3:forces:R:3:lowdin_charge:R:1
C 1.889 1.766 0.300 -1.3 1.6 -1.5 0.020
C 2.950 0.933 0.123 -0.9 -1.2 -0.8 -0.013
C 1.551 -1.033 -0.271 -0.6 2.0 2.1 0.028
C 0.567 1.217 0.147 1.1 -2.4 1.0 -0.242
C 0.431 -0.211 0.021 1.4 0.9 -1.2 -0.160
C 2.807 -0.466 -0.120 0.4 -1.8 0.3 -0.272
C -1.808 0.215 -0.370 1.8 4.0 2.0 0.046
C -3.304 0.302 -0.278 2.6 -3.7 4.9 0.003
C -0.928 3.137 0.112 -1.6 -0.2 -2.9 -0.078
N -0.872 -0.624 -0.145 -0.6 -1.0 -0.1 0.083
N -0.600 1.774 0.281 -3.7 -2.4 -1.4 0.016
N 3.915 -1.375 -0.164 -0.6 2.2 -0.2 0.096
N -1.616 -3.222 0.065 0.7 -0.2 -0.5 0.055
H 1.947 2.908 0.258 0.3 -1.9 0.5 0.147
H 3.917 1.278 -0.042 1.6 1.0 0.4 0.101
H 1.344 -2.045 -0.090 0.3 -1.6 -0.6 0.094
H -3.600 1.189 -0.571 -1.6 4.4 -1.7 0.017
H -3.708 0.110 0.811 1.0 0.5 -1.8 0.150
H -3.715 -0.480 -0.816 -0.9 -1.4 -1.6 0.064
H -2.043 3.147 -0.053 1.0 0.4 0.5 0.100
H -0.690 3.581 1.037 0.4 1.4 0.8 0.084
H -0.505 3.565 -0.860 -0.1 -0.1 1.6 0.125
H -1.183 -1.709 -0.025 0.5 0.3 -0.6 0.117
H 4.797 -1.055 0.237 -0.6 -0.4 -0.1 0.103
H 3.622 -2.305 0.050 0.4 -0.4 0.2 0.076
H -2.090 -3.235 0.954 0.3 -0.5 0.4 0.064
H -0.761 -3.837 0.026 -1.6 0.7 0.3 0.100
H -2.312 -3.523 -0.620 0.5 -0.1 0.0 0.075
```
Forces are in eV/Å.

---

(8)
Computed, not measured: 2 unconnected molecules or ions with the total composition C9H15NO2 in a non-equilibrium geometry, with wB97M-V/def2-TZVPD.

Summary:
SMILES string = CC(C)=C=[N+](C)[O-].CC(C)=C=O
Gap between HOMO and LUMO = 8.51 eV
ΔE to the lowest compared entry with this formula, charge and spin = 141.3 kcal/mol
M = 169.2 g/mol

```
27
Properties=species:S:1:pos:R:3:forces:R:3:lowdin_charge:R:1
C -1.254 0.457 -0.496 1.7 3.5 -0.4 0.052
C 2.504 -1.466 -0.279 -0.1 2.4 0.5 -0.220
C 2.491 -0.426 0.482 0.5 0.3 0.4 -0.333
C -1.226 -0.742 -0.045 -0.8 -0.9 0.9 -0.328
C 2.496 -0.728 1.948 -1.9 2.5 0.3 -0.062
C 2.670 0.993 -0.042 -1.6 -1.2 3.2 -0.029
C -1.730 -1.065 1.354 1.0 -1.5 -0.5 -0.037
C -1.148 -1.892 -0.975 0.2 -0.1 -0.9 -0.055
C -2.102 2.423 -1.439 1.4 -0.4 -1.6 0.015
N -1.036 1.706 -0.745 -0.7 -1.0 -0.2 -0.289
O 2.403 -2.318 -1.024 -0.1 -3.1 -2.2 0.183
O 0.014 2.421 -0.601 0.8 -0.5 0.5 -0.096
H 2.248 -1.745 2.222 0.2 -0.1 0.1 0.080
H 1.758 0.020 2.413 0.6 -1.3 -0.3 0.104
H 3.419 -0.341 2.290 1.3 -0.3 1.0 0.058
H 2.468 1.029 -1.041 0.2 0.4 -2.8 0.050
H 3.516 1.489 0.355 1.4 0.2 -0.2 0.070
H 1.844 1.540 0.396 -0.3 0.3 0.0 0.054
H -2.789 -1.391 1.179 0.8 0.4 0.9 0.098
H -1.552 -0.229 2.047 -0.5 -0.5 -0.2 0.085
H -1.096 -1.975 1.657 -1.2 1.2 0.0 0.105
H -0.569 -2.745 -0.689 0.9 -0.2 0.6 0.073
H -0.844 -1.586 -1.974 0.0 0.0 0.0 0.094
H -2.130 -2.312 -1.026 -1.0 -0.2 -0.3 0.077
H -2.938 2.351 -0.876 -2.9 -0.1 1.7 0.056
H -1.852 3.454 -1.617 0.5 0.1 0.1 0.098
H -2.236 1.879 -2.357 -0.3 0.2 -0.6 0.096
```
Forces are in eV/Å.

---

(9)
Computed, not measured: a single C9H15NO4 molecule in a non-equilibrium geometry, with wB97M-V/def2-TZVPD.

Summary:
SMILES string = CC(C)(C)OC(=O)OC(=O)N1CCC1
Gap between HOMO and LUMO = 10.11 eV
ΔE to the lowest compared entry with this formula, charge and spin = 58.1 kcal/mol
M = 201.2 g/mol

```
29
Properties=species:S:1:pos:R:3:forces:R:3:lowdin_charge:R:1
C -1.889 0.690 1.565 -0.6 0.6 -0.7 -0.505
C 0.449 0.491 1.381 -0.2 -0.3 0.7 -0.580
C -2.151 1.951 -1.613 1.3 -2.2 -1.6 -0.084
C -3.061 1.005 -0.641 1.0 -0.9 -1.8 -0.091
C -1.175 2.162 -0.394 0.5 -0.7 -0.6 -0.106
C 2.491 -1.422 1.289 0.6 -0.8 0.6 -0.038
C 0.971 -2.554 -0.416 0.5 -2.8 1.8 -0.046
C 2.160 -0.463 -0.939 -1.3 1.9 -2.0 -0.049
C 1.519 -1.269 0.183 -0.9 -0.2 -1.6 -0.592
N -1.980 1.159 0.300 -0.2 1.0 1.4 -0.070
O -2.817 0.237 2.156 -0.2 -0.7 0.8 0.154
O -0.631 0.868 2.127 -0.3 -0.1 -0.4 0.167
O 1.461 1.123 1.475 -0.2 0.1 -0.3 0.126
O 0.224 -0.658 0.719 1.7 1.0 0.0 0.060
H -1.594 1.472 -2.577 -1.5 0.9 2.4 0.142
H -2.695 2.807 -1.968 -0.1 0.4 0.0 0.073
H -4.015 1.473 -0.497 -0.4 0.6 0.9 0.095
H -3.326 -0.092 -0.831 0.8 1.4 -0.2 0.139
H -0.165 1.695 -0.451 -0.4 1.0 -0.8 0.099
H -1.066 3.227 -0.019 -0.5 -1.3 0.0 0.142
H 2.761 -0.396 1.608 0.7 -1.1 -0.2 0.087
H 1.956 -1.905 2.121 0.5 -0.1 -0.1 0.104
H 3.328 -2.098 0.893 -0.9 1.2 0.9 0.129
H 0.232 -2.333 -1.142 -1.1 0.3 -0.4 0.060
H 0.539 -3.232 0.451 0.6 1.4 -1.8 0.133
H 1.677 -3.221 -1.006 -0.2 1.1 1.0 0.106
H 1.341 -0.187 -1.790 1.9 -1.0 1.7 0.129
H 2.462 0.588 -0.589 0.2 -1.9 -0.4 0.099
H 2.993 -1.118 -1.394 -1.2 1.4 0.7 0.115
```
Forces are in eV/Å.